Record 1
{"formula": "C25H68NO14S11", "method": "ωB97M-V with the def2-TZVPD basis set", "symbols": ["S", "S", "S", "S", "S", "S", "S", "S", "S", "S", "S", "O", "O", "O", "O", "O", "O", "O", "O", "O", "O", "O", "O", "O", "O", "N", "C", "C", "C", "C", "C", "C", "C", "C", "C", "C", "C", "C", "C", "C", "C", "C", "C", "C", "C", "C", "C", "C", "C", "C", "C", "H", "H", "H", "H", "H", "H", "H", "H", "H", "H", "H", "H", "H", "H", "H", "H", "H", "H", "H", "H", "H", "H", "H", "H", "H", "H", "H", "H", "H", "H", "H", "H", "H", "H", "H", "H", "H", "H", "H", "H", "H", "H", "H", "H", "H", "H", "H", "H", "H", "H", "H", "H", "H", "H", "H", "H", "H", "H", "H", "H", "H", "H", "H", "H", "H", "H", "H", "H"], "coordinates": [[-6.538, 0.241, 1.046], [4.909, -3.740, -0.775], [3.615, 4.019, -3.356], [8.052, -0.727, 3.898], [2.040, -4.304, -4.439], [-3.676, 4.344, -2.751], [-1.433, 2.314, 4.272], [-2.474, -1.427, 5.620], [-8.522, 3.773, -3.265], [-2.185, -2.365, -3.145], [3.370, -2.872, 5.018], [-5.288, 0.422, 0.225], [-2.947, -1.398, -2.295], [6.569, -0.859, 3.856], [-3.946, -1.422, 5.407], [2.840, 5.020, -2.570], [3.646, -3.644, 3.775], [0.641, -3.993, -4.885], [-8.700, 4.475, -4.439], [-9.130, 4.514, -2.049], [4.372, -4.344, -2.029], [-0.900, 1.410, 5.319], [-1.477, 3.344, -3.726], [-2.073, 2.805, 0.181], [-8.979, 2.471, -3.294], [-2.419, 3.908, -1.732], [-2.683, -2.090, -4.842], [-6.811, 3.734, -2.906], [-0.875, 1.687, 2.684], [8.728, -2.227, 3.186], [-1.265, 3.715, -2.653], [-2.563, 2.697, -0.851], [-3.201, 1.467, -1.272], [-5.987, -0.088, 2.707], [-6.320, 5.028, -2.326], [-4.944, 5.064, -1.717], [6.284, -4.767, -0.253], [3.820, -4.191, 0.566], [-7.146, -1.409, 0.728], [-2.119, -2.686, 6.849], [0.033, 4.041, -2.087], [2.745, -5.390, -5.677], [-0.534, -1.724, -3.348], [-1.762, -2.320, 4.233], [3.539, -1.136, 4.609], [3.290, 4.340, -5.091], [1.903, -5.546, -3.162], [-0.399, 3.782, 4.262], [4.842, -2.959, 6.035], [5.320, 4.568, -3.374], [8.519, 0.356, 2.548], [-1.916, -1.726, 3.336], [3.716, -5.738, -5.331], [3.474, 5.391, -5.309], [-2.588, -3.628, 6.562], [2.865, -4.821, -6.595], [5.897, 3.927, -4.039], [-0.144, 4.637, -1.238], [3.459, -0.541, 5.519], [-4.868, 4.703, -0.721], [-5.513, 0.810, 3.096], [9.604, 0.381, 2.466], [-2.527, -2.349, 7.798], [-7.012, 5.359, -1.598], [-3.001, 1.188, -2.283], [1.281, -6.365, -3.525], [5.366, 5.604, -3.706], [8.505, -3.049, 3.861], [0.533, 3.148, -1.806], [-2.058, -2.697, -5.497], [2.870, -3.684, 0.417], [2.248, 4.099, -5.289], [-7.494, -1.451, -0.293], [-0.008, -2.368, -4.074], [-2.581, -1.033, -5.088], [5.704, -2.657, 5.443], [7.081, -4.660, -0.986], [-2.256, -3.286, 4.123], [4.722, -2.305, 6.897], [-4.270, 1.457, -1.126], [2.075, -6.231, -5.851], [4.503, -0.968, 4.125], [4.255, -3.868, 1.513], [-6.836, -0.349, 3.335], [3.664, -5.269, 0.571], [-6.331, 5.770, -3.082], [-5.266, -0.903, 2.691], [0.560, 4.583, -2.819], [-0.562, 4.311, 5.197], [8.268, -2.411, 2.216], [-6.553, 2.898, -2.300], [-4.222, 3.255, -3.298], [6.633, -4.429, 0.722], [-0.696, -2.456, 4.401], [2.895, -5.897, -2.898], [5.708, 4.487, -2.362], [9.808, -2.122, 3.084], [-3.723, -2.393, -4.942], [-0.684, 4.420, 3.426], [-1.148, 2.392, 1.899], [8.073, -0.003, 1.620], [1.439, -5.085, -2.294], [4.957, -3.988, 6.370], [-1.373, 0.736, 2.506], [-7.971, -1.621, 1.407], [-10.080, 4.480, -2.205], [-0.030, -1.759, -2.383], [5.966, -5.807, -0.204], [-1.041, -2.809, 6.936], [3.931, 3.706, -5.701], [8.147, 1.352, 2.774], [0.648, 3.492, 4.180], [-4.670, 6.083, -1.683], [2.728, -0.872, 3.935], [-0.581, -0.690, -3.698], [-6.336, -2.123, 0.876], [-6.372, 3.589, -3.856], [-2.861, 0.701, -0.644], [0.204, 1.540, 2.708]], "atomic_forces_ev_per_a": [[0.175, 0.066, -0.070], [0.101, 0.158, 0.026], [0.098, -0.190, -0.023], [0.179, 0.050, 0.124], [0.034, 0.048, 0.057], [0.597, 0.762, -0.558], [-0.154, 0.051, -0.115], [0.222, 0.141, 0.128], [1.484, -0.814, 0.515], [0.062, -0.173, 0.093], [-0.139, 0.127, 0.178], [-0.516, -0.008, 0.250], [-0.004, 0.224, -0.091], [0.024, -0.035, -0.083], [-0.297, -0.081, -0.151], [-0.043, 0.111, -0.045], [0.093, -0.085, -0.207], [0.085, -0.258, -0.183], [-0.304, 3.150, -3.016], [0.150, 0.715, 0.886], [0.019, -0.072, 0.017], [0.193, -0.028, 0.052], [-0.981, -1.185, -4.023], [2.153, 1.141, 3.923], [-1.282, -3.892, 0.661], [-1.085, 0.009, -1.029], [-0.085, 0.014, -0.151], [0.253, 0.700, 0.939], [0.133, 0.118, -0.029], [0.024, -0.088, -0.096], [0.491, 0.676, 3.016], [-1.372, -0.156, -2.124], [-0.705, 0.366, -1.589], [0.124, 0.013, 0.232], [0.279, -0.136, -0.373], [-0.051, -0.682, -0.007], [0.108, -0.071, 0.022], [-0.047, -0.083, 0.102], [0.079, -0.149, 0.085], [-0.036, -0.193, -0.010], [-0.820, 0.026, 0.486], [0.036, -0.077, -0.123], [0.285, 0.106, -0.202], [-0.008, -0.120, -0.056], [0.102, 0.175, -0.147], [0.004, 0.086, -0.088], [-0.175, -0.270, -0.021], [0.102, 0.088, -0.053], [0.181, -0.100, 0.057], [0.109, 0.072, -0.022], [0.014, 0.038, -0.135], [-0.025, 0.053, 0.006], [0.029, 0.027, 0.033], [0.007, 0.029, 0.042], [-0.030, 0.007, -0.024], [-0.007, 0.054, -0.006], [-0.005, -0.036, -0.001], [0.280, 0.730, 1.150], [-0.032, -0.033, 0.013], [-0.027, -0.787, 0.825], [0.005, 0.037, -0.004], [0.024, 0.004, 0.028], [-0.024, 0.066, 0.014], [-0.518, 0.434, 1.046], [0.188, -0.180, -0.862], [-0.063, 0.075, -0.061], [-0.050, 0.026, 0.001], [-0.024, 0.005, 0.057], [0.737, -0.810, 0.168], [0.036, -0.032, 0.032], [-0.011, 0.058, -0.027], [-0.031, -0.039, 0.028], [-0.088, 0.014, -0.278], [-0.189, 0.243, 0.319], [0.021, 0.018, 0.043], [-0.038, 0.073, -0.066], [-0.008, 0.030, -0.049], [-0.043, 0.007, 0.024], [-0.030, 0.007, 0.013], [-0.564, 0.240, 0.084], [-0.050, 0.014, 0.030], [-0.132, -0.070, 0.099], [-0.067, 0.032, 0.039], [-0.036, 0.007, 0.007], [0.024, -0.029, -0.050], [-0.216, 0.771, -0.913], [0.032, -0.019, 0.019], [1.019, 0.495, -0.766], [-0.037, -0.015, 0.050], [-0.042, 0.038, -0.008], [-0.193, -0.829, 0.699], [-0.298, -0.606, 0.355], [-0.021, 0.016, 0.025], [0.113, 0.012, 0.016], [0.095, 0.073, 0.061], [-0.032, -0.024, 0.051], [0.025, 0.008, 0.024], [-0.032, -0.022, 0.034], [-0.025, 0.006, -0.010], [0.095, -0.197, 0.340], [-0.037, -0.041, 0.013], [0.014, 0.065, 0.029], [-0.060, -0.038, 0.007], [-0.062, -0.017, 0.021], [-0.010, 0.035, 0.012], [-0.659, 0.187, 0.331], [-0.046, -0.054, 0.028], [-0.052, -0.005, -0.010], [0.033, 0.035, 0.001], [0.002, -0.038, 0.001], [-0.025, 0.017, 0.060], [0.001, -0.049, 0.013], [0.603, 1.168, 0.122], [-0.110, -0.046, 0.001], [-0.089, -0.001, 0.028], [0.027, 0.027, -0.006], [0.282, -0.377, -1.277], [0.504, -1.097, 0.844], [0.053, -0.034, 0.103]], "e_tot_ev": -176354.844, "de_lowest_ev": 0.464, "homo_lumo_gap_ev": 7.190, "max_force_ha_per_bohr": 0.08981, "lumo_energy_ev": -2.665, "total_charge": 1}



Record 2
{"formula": "C25H69CaN13O13", "method": "ωB97M-V with the def2-TZVPD basis set", "symbols": ["Ca", "O", "O", "O", "O", "O", "O", "O", "O", "O", "O", "O", "O", "O", "N", "N", "N", "N", "N", "N", "N", "N", "N", "N", "N", "N", "N", "C", "C", "C", "C", "C", "C", "C", "C", "C", "C", "C", "C", "C", "C", "C", "C", "C", "C", "C", "C", "C", "C", "C", "C", "C", "H", "H", "H", "H", "H", "H", "H", "H", "H", "H", "H", "H", "H", "H", "H", "H", "H", "H", "H", "H", "H", "H", "H", "H", "H", "H", "H", "H", "H", "H", "H", "H", "H", "H", "H", "H", "H", "H", "H", "H", "H", "H", "H", "H", "H", "H", "H", "H", "H", "H", "H", "H", "H", "H", "H", "H", "H", "H", "H", "H", "H", "H", "H", "H", "H", "H", "H", "H", "H"], "coordinates": [[11.270, 16.179, 13.209], [12.958, 17.441, 13.827], [9.960, 18.050, 12.914], [15.056, 11.936, 16.077], [14.278, 16.045, 18.183], [9.291, 12.567, 13.110], [22.890, 11.811, 10.606], [17.346, 19.809, 10.781], [11.722, 15.609, 8.599], [12.930, 14.835, 13.411], [13.371, 10.403, 19.341], [12.752, 21.128, 13.152], [17.949, 15.452, 10.266], [17.665, 17.624, 15.564], [10.820, 13.736, 14.406], [15.779, 11.412, 18.845], [16.383, 20.491, 8.796], [14.848, 21.670, 12.348], [10.409, 20.129, 12.224], [11.487, 17.036, 10.346], [20.490, 13.831, 10.995], [13.379, 15.497, 10.079], [10.959, 19.342, 14.386], [14.134, 19.463, 12.837], [10.717, 13.974, 12.086], [17.637, 18.533, 8.884], [16.863, 17.482, 18.339], [21.860, 13.813, 11.371], [17.789, 18.490, 17.864], [22.774, 13.132, 10.412], [19.498, 14.378, 11.903], [23.766, 11.203, 9.617], [17.442, 15.082, 8.961], [10.252, 13.266, 13.271], [16.459, 12.285, 18.010], [18.552, 17.939, 16.639], [14.719, 16.873, 19.293], [17.429, 18.683, 14.692], [14.009, 15.235, 14.183], [13.690, 11.726, 16.132], [12.821, 9.101, 19.661], [14.037, 11.062, 20.419], [15.572, 12.922, 16.913], [12.140, 15.994, 9.617], [13.906, 20.794, 12.792], [17.126, 19.624, 9.602], [13.157, 16.594, 17.525], [18.069, 14.415, 11.232], [10.496, 19.145, 13.163], [15.548, 18.013, 18.771], [14.190, 16.685, 13.868], [14.922, 12.076, 19.745], [15.505, 12.660, 20.468], [11.584, 20.144, 14.412], [20.458, 14.369, 10.162], [17.288, 19.632, 15.215], [13.216, 12.680, 15.925], [17.094, 16.004, 8.530], [13.292, 11.329, 17.110], [12.368, 9.059, 20.670], [14.804, 13.505, 17.434], [15.047, 18.462, 17.915], [13.383, 11.673, 21.136], [12.386, 15.792, 17.319], [19.753, 15.358, 12.381], [17.205, 18.488, 7.975], [15.027, 19.051, 12.540], [17.892, 13.447, 10.765], [13.648, 8.353, 19.649], [18.425, 18.875, 18.701], [15.295, 10.647, 18.397], [16.292, 21.432, 9.179], [16.639, 16.746, 17.676], [16.095, 13.680, 16.356], [12.002, 8.921, 19.001], [23.760, 13.608, 10.438], [19.121, 17.013, 16.803], [10.453, 13.173, 15.163], [18.183, 14.565, 8.282], [14.711, 22.640, 12.568], [14.128, 12.809, 19.406], [16.573, 18.372, 14.118], [16.546, 14.419, 9.023], [24.164, 10.199, 9.938], [17.349, 14.581, 12.063], [19.302, 18.572, 16.198], [12.558, 17.290, 18.101], [22.415, 13.419, 9.424], [14.921, 14.633, 14.006], [19.453, 13.758, 12.766], [18.336, 18.843, 14.140], [22.308, 14.847, 11.557], [15.325, 16.246, 19.974], [13.452, 17.030, 16.543], [13.650, 14.736, 9.533], [13.418, 18.739, 13.165], [14.768, 16.611, 12.893], [16.644, 20.573, 7.827], [14.887, 17.110, 14.615], [15.778, 21.394, 12.141], [9.724, 20.142, 11.487], [24.595, 11.856, 9.321], [11.544, 18.543, 14.891], [12.013, 17.692, 10.839], [14.622, 10.371, 21.053], [13.514, 15.505, 11.066], [11.693, 13.690, 12.036], [13.686, 15.184, 15.241], [17.785, 17.587, 9.313], [16.922, 13.067, 18.635], [13.347, 11.164, 15.275], [11.795, 13.996, 14.349], [11.093, 20.843, 12.360], [17.348, 11.718, 17.543], [10.218, 13.569, 11.337], [10.597, 17.286, 9.917], [15.721, 18.712, 19.503], [21.939, 13.261, 12.370], [23.108, 11.058, 8.785], [13.822, 17.148, 19.837], [17.263, 19.351, 17.542]], "atomic_forces_ev_per_a": [[-0.708, 0.268, -0.585], [1.050, -1.453, 0.098], [-0.359, -1.328, -0.470], [0.827, -0.894, -0.515], [-0.031, 0.289, 0.855], [-0.497, -1.004, 1.205], [1.182, -2.979, 0.126], [-0.512, 0.152, 0.110], [-2.185, -1.453, -3.536], [0.229, -1.379, -0.773], [-0.803, -0.683, 1.117], [0.818, 1.614, -0.113], [-0.030, -0.196, -1.034], [-0.262, -0.840, 1.334], [-1.946, -1.328, 1.047], [-0.566, -0.995, 0.895], [0.181, 0.717, 0.488], [-0.600, 0.335, 0.185], [0.676, -0.134, 1.235], [-0.411, -2.932, -0.815], [-0.792, -0.085, -0.509], [-2.112, 2.587, 0.554], [3.265, -0.100, 2.689], [1.716, -0.031, -1.002], [1.221, -0.507, 1.632], [-0.525, -0.352, 0.292], [-0.922, -0.341, 0.789], [1.038, 0.361, 3.408], [0.841, -0.950, -0.163], [0.332, 2.424, -0.922], [-0.516, 0.793, -0.468], [-0.629, -0.417, 0.842], [0.072, -1.080, 0.637], [-0.763, 1.802, -2.526], [2.503, 0.432, -2.347], [0.118, -0.660, -0.423], [-0.147, -1.047, -0.378], [0.418, 0.317, 0.589], [-1.314, 0.077, 0.653], [-1.345, 0.748, 0.570], [1.132, 0.717, 1.223], [-0.076, 0.490, 1.229], [0.291, 0.377, 1.546], [2.401, 1.866, 3.013], [-1.501, -1.779, 0.482], [0.784, -0.819, -0.483], [-0.828, -1.037, -1.317], [1.100, 0.048, 1.128], [-2.285, -0.892, -1.506], [0.769, -1.906, -1.663], [1.021, 0.922, -0.246], [-1.573, 0.683, 1.251], [-0.011, -0.235, 0.121], [-0.128, 0.344, 0.109], [-0.369, 0.453, -1.039], [-0.623, 0.044, 0.123], [-0.475, 0.569, 0.379], [-0.017, 0.210, -0.452], [0.531, 0.168, -0.936], [0.328, 0.317, -0.197], [-0.369, -0.237, -0.130], [-0.312, 0.398, -0.057], [0.147, -1.148, -0.992], [1.054, 0.368, 0.019], [-0.126, -0.096, -0.823], [0.116, -0.406, -0.112], [-0.561, 0.646, 0.151], [-0.055, -0.110, 0.052], [-0.761, 0.275, -0.307], [-0.043, -0.635, -0.693], [0.091, 0.166, -0.337], [-0.038, -0.541, 0.191], [0.517, 0.318, -0.303], [0.576, 0.116, -0.570], [-0.138, -0.360, -0.856], [0.235, 0.153, 0.340], [-0.485, 0.056, 0.604], [0.452, 0.318, 0.430], [-0.467, 0.632, 0.878], [-0.218, -0.054, -0.001], [0.972, -0.305, -0.765], [-0.126, 0.400, -0.526], [0.590, 0.333, 0.199], [-0.571, 1.201, 0.082], [0.164, -0.041, -0.609], [0.414, 1.010, 0.340], [0.379, 0.573, 0.408], [-0.282, -0.315, -0.754], [-0.177, 0.293, 0.228], [-0.318, -1.002, 0.695], [0.340, 0.065, -1.096], [-0.609, -0.821, -0.118], [-0.185, 0.138, -0.513], [-0.296, -0.056, 0.653], [0.594, -1.363, -0.532], [0.516, 0.609, 0.153], [-0.745, 0.893, 0.389], [0.064, -0.379, -0.158], [-0.127, 0.165, -0.251], [0.647, -0.555, -0.115], [0.211, -0.413, 0.250], [-0.078, 0.012, 0.276], [-1.839, 1.707, -1.931], [0.855, 1.385, 0.659], [-0.211, -0.119, -0.425], [0.422, -0.403, 0.759], [0.459, 0.582, -0.466], [0.574, -0.384, 0.122], [-0.139, 1.813, 0.016], [-0.154, 0.014, -0.288], [0.326, -0.849, -0.036], [1.290, 0.128, -0.274], [0.242, 0.882, -0.313], [-1.253, 0.881, 0.323], [-0.596, -0.368, -1.040], [0.653, 0.220, 0.334], [0.239, 1.851, 1.819], [0.006, 0.719, -1.095], [-0.005, -0.291, -0.997], [-0.098, 0.510, 0.193], [-0.747, 1.136, -0.618]], "e_tot_ev": -91472.613, "homo_lumo_gap_ev": 8.484, "max_force_ha_per_bohr": 0.08563, "lumo_energy_ev": 0.359, "total_charge": 0}